C2H2N2O2 | ωB97M-V/def2-TZVPD

```
8
Properties=species:S:1:pos:R:3:forces:R:3
C -0.3499 -0.1847 0.0018 -4.812 -5.704 -0.860
C 0.4424 0.7645 -0.0985 3.881 3.207 0.021
H -2.3479 0.3243 0.3767 3.432 -3.883 -2.767
H 0.2330 1.7287 0.0902 0.414 3.476 -0.039
N 1.6080 -1.0579 -0.0526 -1.893 -1.891 -0.216
N 0.3734 -1.2797 -0.0140 0.860 -5.897 0.565
O -1.6275 -0.5062 -0.1876 -5.264 4.846 3.198
O 1.6685 0.2109 -0.1161 3.382 5.846 0.099
```
Positions in Å, forces in eV/Å.

## Properties
Energy relative to the best compared isomer or geometry (same formula, charge and spin)   496.7 kJ/mol
Charge   0
Calculated total energy   -337.23524 Ha
Largest force on an atom   7.837 eV/A
HOMO energy   -10.4 eV

C5H12NSe | ωB97M-V/def2-TZVPD

```
19
Properties=species:S:1:pos:R:3:forces:R:3
C -1.3412 -1.0522 -0.9803 -0.707 -0.947 -0.798
C 0.0358 -0.9340 -0.3725 2.263 -0.236 2.208
C -1.5751 0.3831 -1.4908 -0.807 -0.061 0.559
C 0.0249 0.4038 0.3433 -0.920 0.143 -0.660
C 2.0795 -0.6855 2.2143 -0.758 1.609 1.149
N -1.2768 1.1644 -0.1657 0.675 0.514 -1.001
Se 0.7718 0.5662 2.0040 0.132 0.205 0.442
H -1.3508 -1.8064 -1.8076 -0.222 0.685 0.720
H -2.1183 -1.3294 -0.2068 0.774 0.267 -0.893
H 0.4182 -1.6405 0.4985 -1.479 0.537 -2.039
H 0.8809 -0.9870 -1.0999 -0.754 0.089 0.112
H -0.8476 0.6956 -2.2647 -0.122 -0.133 0.724
H -2.5917 0.6762 -1.8808 0.912 -0.530 0.745
H 2.2366 1.7387 0.2612 4.142 -0.484 -0.458
H 2.6680 -0.5229 3.1620 -0.829 -0.341 -1.288
H 3.1575 1.5974 0.2172 -3.815 0.664 0.113
H 2.1388 -1.5421 1.5940 0.363 -0.538 -0.412
H -1.2176 2.1754 -0.4991 0.559 -1.400 1.195
H -2.0930 1.0990 0.4736 0.595 -0.042 -0.420
```
Positions in Å, forces in eV/Å.

## Properties
Energy relative to the best compared isomer or geometry (same formula, charge and spin)   413.2 kJ/mol
Charge   +1
Calculated total energy   -2653.44430 Ha
Largest force on an atom   4.195 eV/A
HOMO energy (alpha / beta)   -12.1 / -12.0 eV

Which of these has the lowest charge?
C2H2N2O2

Look up the charge of the first one.
0